DFT (ωB97M-V/def2-TZVPD) results for C17H22BrMoS3 as an isolated structure.

CARTESIAN COORDINATES (ANGSTROEM)
1 Mo 0.581 0.115 0.147
2 C 0.414 1.495 3.342
3 C 0.407 0.255 2.504
4 C -0.814 -0.286 1.993
5 C -0.870 -1.514 1.318
6 C -2.179 -2.101 0.906
7 C 0.350 -2.118 0.988
8 C 1.587 -1.646 1.526
9 C 2.833 -2.463 1.361
10 C 1.584 -0.483 2.305
11 H 0.419 1.219 4.398
12 H -0.467 2.103 3.148
13 H 1.301 2.092 3.134
14 H -1.731 0.265 2.157
15 H -2.535 -2.749 1.710
16 H -2.080 -2.701 0.003
17 H -2.923 -1.324 0.737
18 H 0.356 -3.007 0.371
19 H 2.816 -3.259 2.109
20 H 3.726 -1.864 1.527
21 H 2.884 -2.944 0.386
22 H 2.522 -0.096 2.681
23 S -0.336 2.233 0.243
24 C -1.834 2.226 -0.621
25 C -2.711 3.322 -0.581
26 C -3.854 3.296 -1.344
27 C -4.153 2.191 -2.154
28 C -3.305 1.109 -2.201
29 C -2.136 1.129 -1.429
30 S -0.998 -0.173 -1.466
31 H -2.476 4.176 0.041
32 H -4.530 4.141 -1.319
33 H -5.056 2.189 -2.748
34 H -3.527 0.254 -2.826
35 C 3.702 -0.958 -1.656
36 S 1.917 -1.236 -1.665
37 C 1.609 -0.520 -3.297
38 H 3.916 0.062 -1.962
39 H 4.126 -1.679 -2.353
40 H 4.091 -1.120 -0.657
41 H 2.308 -0.991 -3.985
42 H 1.772 0.556 -3.256
43 H 0.591 -0.745 -3.592
44 Br 2.704 1.550 0.076

Computed properties:
- spin multiplicity = 1
- highest occupied orbital energy (spin up / spin down) (eV) = -11.2 / -11.2
- charge = +1
- LUMO (spin up / spin down) (eV) = -4.50 / -4.49
- energy above the lowest of the compared OMol25 structures with the same formula, charge and spin (eV) = 0.119
- frontier orbital gap (spin up / spin down) (eV) = 6.670 / 6.673

Atom charges from the Löwdin analysis, given in e for atoms 1 to 6: Mo 0.64; C -0.05; C -0.39; C -0.10; C -0.34; C -0.03


DFT (ωB97M-V/def2-TZVPD) results for a 8-piece molecular cluster, C44H108N8O9 overall.

CARTESIAN COORDINATES (ANGSTROEM)
1 C -10.832 -8.001 -0.527
2 C -11.527 -7.068 0.549
3 C -12.815 -6.540 -0.128
4 C -11.766 -7.999 1.762
5 C -12.203 -7.153 2.985
6 C -11.200 -6.108 3.284
7 C -10.920 -5.183 2.077
8 C -12.158 -4.249 1.924
9 C -9.702 -4.396 2.487
10 N -10.564 -5.963 0.867
11 O -10.058 -5.233 -0.159
12 H -10.933 -9.069 -0.334
13 H -9.776 -7.747 -0.612
14 H -11.209 -7.946 -1.548
15 H -13.386 -7.453 -0.298
16 H -12.676 -6.159 -1.140
17 H -13.546 -5.974 0.449
18 H -12.526 -8.776 1.673
19 H -10.841 -8.514 2.022
20 H -12.211 -7.946 3.733
21 H -13.191 -6.715 2.845
22 H -10.228 -6.534 3.535
23 H -11.559 -5.359 3.991
24 H -12.191 -3.546 2.756
25 H -12.041 -3.658 1.015
26 H -13.163 -4.605 1.698
27 H -9.818 -3.665 3.287
28 H -8.836 -5.002 2.754
29 H -9.343 -3.854 1.612
30 H -9.120 -5.171 0.037
31 C -7.155 -4.167 18.100
32 C -6.050 -4.378 16.962
33 C -5.541 -5.882 16.955
34 C -6.577 -3.845 15.515
35 C -5.475 -3.866 14.476
36 C -4.395 -2.870 14.950
37 C -3.800 -2.969 16.296
38 C -2.608 -4.032 16.248
39 C -3.320 -1.580 16.479
40 N -4.909 -3.414 17.272
41 O -4.396 -3.632 18.571
42 H -7.606 -3.177 18.043
43 H -7.948 -4.914 18.049
44 H -6.644 -4.243 19.059
45 H -4.724 -5.890 17.675
46 H -6.300 -6.614 17.233
47 H -5.055 -6.308 16.077
48 H -7.303 -4.531 15.080
49 H -6.987 -2.836 15.562
50 H -5.011 -4.848 14.390
51 H -6.048 -3.671 13.570
52 H -4.738 -1.906 14.573
53 H -3.630 -3.172 14.235
54 H -2.256 -4.242 17.258
55 H -1.650 -3.774 15.795
56 H -3.011 -4.966 15.858
57 H -2.859 -1.351 17.440
58 H -4.080 -0.800 16.532
59 H -2.515 -1.406 15.765
60 H -4.710 -2.844 19.022
61 C -13.387 -5.966 6.941
62 O -14.361 -5.670 7.932
63 C -15.752 -5.636 7.559
64 C -16.680 -4.826 8.466
65 C -16.393 -3.268 8.566
66 N -16.867 -5.358 9.778
67 H -12.339 -6.036 7.235
68 H -13.361 -5.160 6.208
69 H -13.596 -6.964 6.556
70 H -15.910 -5.477 6.493
71 H -16.107 -6.657 7.703
72 H -17.651 -4.881 7.974
73 H -16.003 -2.832 7.647
74 H -15.652 -2.996 9.319
75 H -17.287 -2.820 9.000
76 H -15.956 -5.597 10.142
77 H -17.196 -4.638 10.405
78 C -1.713 -6.337 12.946
79 O -2.045 -5.529 11.785
80 C -0.905 -5.124 11.094
81 C -1.439 -4.476 9.784
82 C -1.579 -5.542 8.632
83 N -0.430 -3.623 9.387
84 H -2.577 -6.431 13.604
85 H -0.911 -5.815 13.467
86 H -1.243 -7.259 12.603
87 H -0.352 -4.438 11.735
88 H -0.229 -5.959 10.907
89 H -2.396 -4.051 10.090
90 H -0.554 -5.905 8.570
91 H -2.049 -5.184 7.715
92 H -2.188 -6.392 8.939
93 H -0.020 -2.945 10.013
94 H -0.892 -3.103 8.655
95 C -12.050 -9.193 6.848
96 O -12.317 -8.601 8.194
97 C -13.653 -8.950 8.717
98 C -13.725 -8.440 10.241
99 C -15.052 -8.703 10.990
100 N -13.409 -7.021 10.241
101 H -12.146 -10.279 6.841
102 H -11.012 -8.888 6.717
103 H -12.621 -8.866 5.979
104 H -14.401 -8.691 7.968
105 H -13.616 -10.038 8.761
106 H -12.884 -8.874 10.782
107 H -14.909 -9.772 11.150
108 H -15.864 -8.452 10.307
109 H -15.278 -8.154 11.904
110 H -12.400 -7.026 10.197
111 H -13.697 -6.511 9.418
112 C -8.465 -1.536 5.539
113 O -7.554 -0.832 6.269
114 C -7.976 -0.494 7.523
115 C -9.315 0.288 7.701
116 C -9.392 1.663 7.107
117 N -9.551 0.560 9.096
118 H -8.149 -1.792 4.528
119 H -9.381 -1.029 5.236
120 H -8.818 -2.485 5.944
121 H -8.100 -1.474 7.985
122 H -7.249 0.101 8.076
123 H -10.155 -0.308 7.345
124 H -10.141 2.352 7.499
125 H -9.645 1.668 6.047
126 H -8.454 2.217 7.146
127 H -9.166 1.284 9.686
128 H -9.433 -0.224 9.723
129 C -7.769 -11.329 12.815
130 O -8.186 -12.070 11.663
131 C -7.105 -12.164 10.716
132 C -6.896 -13.593 10.165
133 C -6.284 -14.531 11.292
134 N -5.792 -13.502 9.141
135 H -7.797 -10.256 12.624
136 H -6.790 -11.529 13.252
137 H -8.518 -11.496 13.589
138 H -7.358 -11.481 9.906
139 H -6.176 -11.795 11.149
140 H -7.838 -14.032 9.836
141 H -6.961 -14.624 12.142
142 H -5.382 -13.951 11.487
143 H -5.953 -15.494 10.904
144 H -5.944 -12.722 8.518
145 H -5.931 -14.392 8.683
146 C -8.065 -5.678 6.370
147 O -9.304 -5.101 6.746
148 C -9.502 -5.204 8.117
149 C -9.534 -6.534 8.756
150 N -8.158 -6.939 8.968
151 C -7.960 -8.117 9.864
152 C -6.456 -8.185 10.021
153 O -6.105 -7.531 11.201
154 C -4.832 -6.990 11.294
155 H -8.412 -6.699 6.208
156 H -7.165 -5.584 6.977
157 H -7.656 -5.225 5.467
158 H -10.439 -4.684 8.317
159 H -8.845 -4.515 8.647
160 H -10.069 -7.247 8.128
161 H -9.921 -6.409 9.767
162 H -7.693 -6.179 9.443
163 H -8.282 -8.934 9.218
164 H -8.500 -8.172 10.809
165 H -5.964 -7.942 9.079
166 H -6.242 -9.212 10.317
167 H -4.811 -6.539 12.286
168 H -4.782 -6.190 10.555
169 H -4.037 -7.722 11.154

Computed properties:
- spin multiplicity = 1
- highest occupied orbital energy (eV) = -8.1
- structure (SMILES) = CC1(C)CCCC(C)(C)N1O.CC1(C)CCCC(C)(C)N1O.COC[C@H](C)N.COC[C@H](C)N.COC[C@H](C)N.COC[C@H](C)N.COC[C@H](C)N.COCCNCCOC
- LUMO (eV) = 0.32
- frontier orbital gap (eV) = 8.419

Atom charges from the Löwdin analysis, given in e for atoms 1 to 6: C -0.03; C -0.44; C -0.04; C -0.13; C -0.19; C -0.15


DFT (ωB97M-V/def2-TZVPD) results for a 2-piece molecular cluster, C5H13N4 overall.

CARTESIAN COORDINATES (ANGSTROEM)
1 C 0.308 0.797 0.533
2 C -0.416 -0.381 -1.802
3 C -0.573 -0.033 1.050
4 C -0.719 -0.051 2.531
5 C -2.053 -2.271 -1.456
6 N 0.933 1.828 0.301
7 N -1.285 -0.964 0.266
8 N 3.410 2.458 -0.244
9 N -1.313 -1.073 -1.096
10 H -0.614 -0.384 -2.825
11 H 0.400 0.109 -1.406
12 H -0.873 -1.096 2.842
13 H -1.356 0.632 2.844
14 H 0.148 0.232 3.064
15 H -1.565 -2.656 -2.265
16 H -2.171 -3.007 -0.588
17 H -3.044 -1.918 -1.652
18 H 1.926 2.276 0.182
19 H -2.057 -1.404 0.718
20 H 3.474 1.648 0.360
21 H 3.206 2.240 -1.194
22 H 4.233 3.018 -0.165

Computed properties:
- spin multiplicity = 1
- highest occupied orbital energy (spin up / spin down) (eV) = -11.1 / -11.1
- charge = +1
- LUMO (spin up / spin down) (eV) = -4.21 / -4.20
- energy above the lowest of the compared OMol25 structures with the same formula, charge and spin (eV) = 5.008
- frontier orbital gap (spin up / spin down) (eV) = 6.928 / 6.937

Atom charges from the natural (NBO) analysis, given in e for atoms 1 to 6: C 0.36; C -0.13; C -0.11; C -0.60; C -0.41; N -0.58


In eV/A, the largest force on an atom values for the records above are, in order, 0.4 5.0 5.2.
In Ha, the E values for the records above are, in order, -4497.6476 -2855.9461 -416.9249.